Record 1
Density functional theory data (ωB97M-V/def2-TZVPD) for a molecular structure, C22H29N9O2Os at a distorted geometry.

Geometry as XYZ:
```
63
Properties=species:S:1:pos:R:3:forces:R:3:nbo_charge:R:1
Os 1.3611 0.0509 0.7588 0.68 -1.62 0.76 1.322
C 2.8276 1.3725 3.1558 -0.10 0.16 0.08 -0.292
N 3.0630 0.9123 1.7375 -0.01 0.06 -0.01 -0.520
C 4.1898 -0.0729 1.6458 0.26 -0.12 -0.02 -0.294
C 3.6155 -1.4501 1.6275 0.22 0.19 0.02 0.474
N 2.2770 -1.6024 1.3879 -0.37 1.34 -0.43 -0.456
C 2.0418 -2.9504 1.2991 -0.69 -1.30 -0.09 0.119
C 0.8516 -3.6633 1.0461 0.60 0.61 0.14 -0.149
C 0.9428 -5.0421 1.0139 0.21 -0.15 0.05 -0.178
C 2.1599 -5.6925 1.2316 0.67 0.34 0.14 -0.095
C 3.3637 -4.9864 1.4892 -0.66 -0.73 -0.13 -0.170
C 3.2566 -3.6231 1.5145 -0.41 0.15 -0.15 0.095
N 4.2183 -2.6093 1.7147 -0.15 0.33 0.08 -0.414
C 1.3583 1.3684 3.3716 0.31 0.34 0.20 0.451
N 0.5861 0.8125 2.4205 -0.33 -0.08 -0.55 -0.467
C -0.7396 0.8740 2.8941 -0.09 -0.11 0.02 0.043
C -1.9344 0.4370 2.3359 0.03 0.02 0.01 -0.211
C -3.0787 0.6474 3.0865 -0.02 0.00 -0.01 -0.155
C -3.0366 1.2700 4.3416 -0.02 -0.02 -0.01 -0.136
C -1.8476 1.7050 4.9026 0.07 0.01 -0.05 -0.197
C -0.7087 1.4911 4.1428 -0.15 -0.05 0.05 0.169
N 0.6431 1.7727 4.4024 0.19 -0.06 -0.30 -0.440
H 3.2572 2.3632 3.3194 0.05 -0.02 -0.04 0.283
H 3.3220 0.6899 3.8487 -0.06 -0.08 -0.01 0.269
H 3.3560 1.7280 1.2059 0.04 0.03 0.00 0.434
H 4.9048 0.0657 2.4589 -0.01 0.03 0.00 0.273
H 4.7342 0.0925 0.7120 -0.05 0.05 -0.01 0.284
H -0.0894 -3.1530 0.8918 0.00 0.00 -0.01 0.238
H 0.0581 -5.6342 0.8247 0.00 0.00 0.00 0.267
H 2.1951 -6.7745 1.2069 0.01 0.04 -0.01 0.271
H 4.2948 -5.5143 1.6508 -0.02 0.01 0.01 0.274
H 5.2066 -2.7566 1.8973 0.00 -0.01 -0.01 0.478
H -1.9780 -0.0597 1.3743 0.00 0.00 0.00 0.226
H -4.0341 0.3192 2.7009 0.00 -0.01 0.00 0.259
H -3.9581 1.4085 4.8904 0.00 0.01 0.00 0.270
H -1.8187 2.1797 5.8742 0.00 0.00 0.01 0.271
H 1.0030 2.2123 5.2418 0.02 -0.03 0.05 0.475
N 0.6316 1.6876 -0.4669 0.22 0.08 0.08 -0.776
C 0.6775 1.3096 -1.9232 -0.10 0.09 -0.04 -0.156
C -0.1934 2.1402 -2.8615 0.01 0.00 -0.04 -0.426
C -1.7264 1.9556 -2.8389 -0.01 0.00 0.04 -0.438
C -2.3445 2.1215 -4.2512 0.05 0.14 -0.11 -0.211
N -2.8171 0.8922 -4.8777 -0.01 -0.12 0.24 -0.564
C -4.0698 0.6029 -5.2536 -0.03 0.01 -0.16 0.683
N -4.2906 -0.5129 -5.9457 0.04 0.05 0.02 -0.746
N -5.0981 1.3844 -4.9440 0.02 0.00 0.00 -0.752
C 0.4369 -0.1884 -1.9683 -0.01 -0.33 -0.11 0.767
O -0.2037 -0.7992 -2.7507 0.11 0.18 0.00 -0.456
O 1.1046 -0.8092 -0.9204 -0.33 0.73 0.35 -0.650
H -0.3218 1.9583 -0.2152 -0.05 -0.11 0.03 0.424
H 1.1923 2.5275 -0.3426 -0.08 0.09 -0.03 0.419
H 1.7178 1.4550 -2.2269 0.02 -0.06 0.00 0.259
H 0.1848 1.9266 -3.8633 0.02 -0.08 0.02 0.254
H 0.0631 3.1882 -2.6849 -0.03 0.03 -0.09 0.243
H -2.1735 2.7161 -2.1975 0.01 -0.03 0.07 0.230
H -2.0125 0.9844 -2.4298 0.00 -0.01 -0.10 0.226
H -1.6049 2.5600 -4.9235 -0.01 0.05 0.01 0.230
H -3.1582 2.8408 -4.2283 0.00 -0.02 0.05 0.221
H -2.1166 0.2071 -5.1162 0.00 0.01 -0.04 0.419
H -3.5288 -1.0479 -6.3286 0.00 -0.02 -0.01 0.429
H -5.2103 -0.7334 -6.2937 -0.02 -0.03 0.03 0.438
H -4.9896 2.2464 -4.4419 -0.01 -0.01 0.01 0.424
H -6.0129 1.1986 -5.3240 -0.01 0.00 -0.01 0.441
```
Positions in Å, forces in eV/Å.

Its orbital gap (spin up / spin down) is 5.0111 / 4.6299 eV. The calculation puts the HOMO energy (spin up / spin down) at -19.258 / -19.104 eV. For the energy above the lowest of the compared OMol25 structures with the same formula, charge and spin, the calculation gives 0.0 kcal per mole. The total charge is +4.



Record 2
Density functional theory data (ωB97M-V/def2-TZVPD) for a molecular structure, C22H30AsBF2IN6O2Ru at a distorted geometry.

Geometry as XYZ:
```
66
Properties=species:S:1:pos:R:3:forces:R:3:mulliken_spin:R:1
Ru 0.1969 -0.4949 0.4537 0.33 -0.96 0.97 0.988
F -0.6779 1.2769 -1.7441 -0.04 0.06 -0.06 -0.006
B -0.6340 1.3184 -0.3519 0.15 -0.35 -0.01 -0.132
F -1.7937 1.7756 0.2110 -0.24 -0.03 0.05 0.006
C 3.2372 3.1121 -0.0042 0.01 0.06 0.00 0.001
As 1.7269 2.4963 -0.9770 -0.05 -0.16 0.19 0.006
C 1.0326 3.9830 -1.9560 0.01 0.09 -0.02 0.001
C 2.1483 1.1198 -2.2324 0.00 -0.06 -0.08 0.011
O 0.4917 2.1111 0.1622 0.09 0.57 -0.34 0.022
H 3.6148 4.0086 -0.4934 0.04 -0.01 -0.01 0.000
H 3.9982 2.3366 0.0266 -0.01 -0.01 0.00 0.000
H 2.9265 3.3310 1.0163 0.01 0.05 -0.08 0.000
H 1.7099 4.2165 -2.7774 -0.01 0.02 0.00 0.001
H 0.9548 4.8381 -1.2871 -0.03 0.00 -0.01 0.000
H 0.0511 3.7194 -2.3429 0.01 -0.03 0.00 0.000
H 3.2304 1.0059 -2.2639 0.00 0.02 -0.01 0.001
H 1.7487 1.4096 -3.2012 0.02 -0.02 -0.02 0.003
H 1.6960 0.1911 -1.8934 0.00 0.02 -0.03 0.008
I -6.0162 -1.4693 0.6620 -0.11 0.02 0.00 0.000
C -3.9811 -1.7056 0.5659 0.09 0.06 0.07 0.003
C -3.2869 -2.8568 0.2790 -0.03 -0.07 0.00 0.001
N -1.9913 -2.5512 0.3622 0.34 0.11 0.18 0.014
N -1.7757 -1.2567 0.6846 -0.67 -0.20 -0.82 -0.030
C -3.0024 -0.7356 0.8012 0.39 -0.07 0.40 -0.009
H -3.6240 -3.8486 0.0317 0.01 -0.01 0.00 0.000
H -1.1644 -3.0968 0.1193 -0.01 0.03 -0.09 0.006
H -3.1311 0.2858 1.0863 -0.01 0.27 -0.05 0.000
N 3.6585 -1.6146 0.5179 -0.22 -0.21 0.00 0.002
C 3.2193 -0.4362 1.0227 -0.10 0.12 -0.10 -0.001
O 2.2620 0.1689 0.4265 0.12 0.02 0.20 0.021
C 3.8655 0.1168 2.1466 0.22 0.03 0.07 0.000
C 4.8944 -0.6220 2.7849 -0.09 0.01 0.02 0.000
N 5.6970 -1.2998 3.2632 0.05 0.01 -0.02 0.000
C 3.4946 1.3777 2.6627 -0.02 -0.15 0.04 0.000
N 3.1902 2.4101 3.0824 0.00 0.00 0.05 0.000
H 4.3011 -2.1655 1.0663 0.01 0.05 0.02 0.000
H 2.9758 -2.1257 -0.0312 0.03 0.06 -0.04 0.002
C 2.7370 -5.0467 -0.8658 0.00 0.02 0.00 0.004
C 1.2137 -4.8756 -0.7947 -0.01 0.03 0.04 -0.001
C 0.5835 -5.3604 -2.1058 0.00 -0.02 -0.03 0.002
C 0.6666 -5.7035 0.3766 0.01 -0.02 -0.01 0.000
C 0.8747 -3.4512 -0.5890 0.19 0.02 -0.21 0.012
C 0.6351 -2.2573 -0.4735 -0.21 0.22 -0.23 0.023
H 2.9889 -6.0821 -1.1047 0.00 -0.01 0.02 0.000
H 3.2002 -4.7981 0.0907 0.00 0.02 0.00 -0.001
H 3.1638 -4.4042 -1.6373 -0.01 0.00 0.00 -0.001
H 0.8099 -6.4177 -2.2610 0.00 0.00 0.00 0.000
H 0.9698 -4.7932 -2.9529 0.00 0.00 0.00 -0.001
H -0.5006 -5.2391 -2.0842 0.00 0.00 0.00 0.000
H 0.9865 -6.7440 0.2863 -0.02 0.00 -0.02 0.001
H -0.4254 -5.6870 0.3911 0.00 0.02 0.01 0.000
H 1.0301 -5.3137 1.3282 0.01 -0.01 0.00 -0.001
C -0.2712 0.2347 6.8268 0.00 0.01 0.00 0.001
C -0.1226 0.1032 5.3394 -0.01 -0.04 0.09 -0.002
C 0.2134 1.1801 4.5380 0.06 0.03 -0.09 0.002
C 0.3600 1.0038 3.1712 0.07 -0.02 0.08 0.020
N 0.1896 -0.1811 2.5826 -0.42 0.42 -0.14 0.048
C -0.1475 -1.2283 3.3485 0.14 -0.06 0.03 -0.008
C -0.3026 -1.1296 4.7116 0.01 0.00 -0.02 0.002
H -0.1240 1.2627 7.1521 0.00 0.00 -0.01 0.000
H 0.4602 -0.3929 7.3380 0.00 0.00 0.00 0.000
H -1.2623 -0.0902 7.1465 0.00 0.00 -0.01 0.000
H 0.3901 2.1599 4.9603 -0.01 0.00 0.01 0.000
H 0.6436 1.8229 2.5264 -0.05 -0.01 0.01 -0.015
H -0.2678 -2.1732 2.8327 -0.06 0.02 0.00 0.000
H -0.5621 -2.0119 5.2822 0.01 0.00 0.01 0.000
```
Positions in Å, forces in eV/Å.

Its orbital gap (spin up / spin down) is 7.8020 / 7.9189 eV. The expectation value of S² is 0.755. The calculation puts the HOMO energy (spin up / spin down) at -7.398 / -7.592 eV. For the energy above the lowest of the compared OMol25 structures with the same formula, charge and spin, the calculation gives 5.0 kcal per mole. The spin multiplicity is 2.



Record 3
Density functional theory data (ωB97M-V/def2-TZVPD) for a molecular structure, C22H30BrCsN5O2 at a distorted geometry.

Geometry as XYZ:
```
61
Properties=species:S:1:pos:R:3:forces:R:3:mulliken_charge:R:1
Cs 16.5979 13.6871 1.7537 -0.13 -0.06 -0.42 0.941
O 15.3697 16.8210 4.9659 0.82 0.08 -0.67 -0.539
C 16.6369 16.8204 4.3283 -1.59 0.02 -0.11 0.917
C 17.1002 17.9677 3.6687 1.12 -0.76 0.23 -0.696
C 18.4246 17.9769 3.2019 -0.31 -1.58 0.61 -0.527
C 19.1906 16.8031 3.3377 -0.74 0.91 0.36 -0.541
C 18.6507 15.6757 3.9398 0.29 -0.58 -0.67 -0.219
C 17.3421 15.6094 4.3430 -1.53 -0.52 1.39 -0.090
C 16.7394 14.1090 4.8090 0.00 0.50 -0.43 -0.406
O 17.3757 13.1369 4.2111 0.65 0.10 0.10 -0.891
N 15.2490 14.1044 4.4308 -0.21 -0.40 -1.16 -0.022
N 14.6786 12.8929 4.3001 0.01 -0.31 0.58 -0.575
C 13.4128 12.7238 4.4696 0.22 1.50 0.33 0.155
C 12.7233 11.4631 4.5527 -0.93 -0.56 -0.72 0.117
Br 13.9254 10.0321 4.6736 0.23 -0.89 0.15 -0.143
C 11.3880 11.1987 4.4661 1.45 0.96 -0.31 -0.831
C 10.3279 12.1827 4.1076 -0.86 -0.03 -0.06 0.587
C 9.2645 11.7572 3.3034 0.62 -1.05 -0.27 -0.303
C 8.1652 12.5199 2.9473 0.51 0.64 0.62 -0.595
C 8.0832 13.8378 3.3705 -0.11 0.46 0.43 -0.352
C 9.1316 14.2866 4.1968 -1.75 0.73 -0.75 -0.659
C 10.1942 13.5028 4.5473 -0.02 -0.71 -0.47 -0.265
H 14.7968 17.5209 4.6211 0.39 -0.03 0.05 0.288
H 16.4873 18.8338 3.5295 -0.36 0.38 0.24 0.346
H 18.8943 18.8558 2.8180 -0.07 0.45 -0.43 0.396
H 20.1989 16.8002 2.9977 0.69 0.00 -0.13 0.410
H 19.1984 14.7472 4.0438 0.22 -0.03 -0.17 0.450
H 16.6672 13.9965 5.8980 0.56 0.52 0.38 0.293
H 14.7173 14.8363 4.8586 -0.52 0.34 0.32 0.346
H 12.7775 13.5642 4.7010 -0.06 0.51 0.00 0.039
H 11.1342 10.1463 4.5245 -0.31 0.16 -0.02 0.412
H 9.3450 10.7593 2.8776 -0.21 -0.05 0.22 0.342
H 7.3832 12.0376 2.4265 -0.69 -0.23 -0.76 0.407
H 7.2243 14.5279 3.1345 1.02 -1.02 0.25 0.315
H 9.0017 15.2897 4.5912 0.47 -0.04 0.05 0.345
H 10.9147 13.9535 5.1437 1.18 0.53 1.23 0.549
N 24.6634 7.9266 3.0451 -0.54 -2.13 -0.25 -0.211
C 24.7575 7.8998 4.5526 0.27 -0.48 -0.92 -0.315
C 24.7869 9.3797 4.9690 2.11 -1.13 -1.81 -0.989
C 23.5543 10.1655 4.6073 -1.66 0.80 1.74 0.224
N 23.3539 10.4470 3.2030 0.40 -0.78 -0.74 -0.625
C 22.3021 9.4388 5.0802 -0.60 -0.74 0.88 -1.371
C 22.2861 7.9113 4.8194 -2.26 0.05 -1.03 0.222
N 21.7058 7.5103 3.4424 2.05 2.45 1.07 -0.655
C 23.5743 7.1906 5.1089 -0.49 -0.10 1.34 -1.082
H 25.6107 8.0197 2.6985 0.00 0.09 -0.51 0.400
H 24.0917 8.7398 2.7830 -0.32 0.44 -0.58 0.336
H 24.2230 7.0139 2.7138 0.62 1.66 0.16 0.383
H 25.6468 7.2549 4.6890 -0.09 0.93 0.69 0.388
H 25.6044 9.8241 4.3397 -0.22 -0.07 1.05 0.382
H 25.0456 9.3647 6.0128 0.01 0.63 0.45 0.472
H 23.6756 11.0754 5.2337 -0.36 -0.12 -0.65 0.382
H 23.6014 11.3782 2.9399 0.24 0.46 -0.22 0.263
H 22.3877 10.2768 2.9443 0.20 0.26 -0.01 0.198
H 21.3143 9.8703 4.7664 1.05 -0.10 -0.13 0.447
H 22.2168 9.4878 6.1762 0.35 0.21 -0.16 0.450
H 21.5596 7.6214 5.5653 -0.21 -0.65 0.20 0.409
H 21.3492 6.6127 3.5119 -0.49 -2.41 0.25 0.253
H 20.8680 8.0416 3.2935 -0.30 0.65 -0.15 0.258
H 23.4932 6.1221 4.8497 0.20 0.36 -0.08 0.404
H 23.7047 7.2326 6.2131 -0.01 -0.23 -0.53 0.377
```
Positions in Å, forces in eV/Å.

Its orbital gap is 5.9395 eV. The calculation puts the HOMO energy at -8.659 eV. The total charge is +1.



Record 4
Density functional theory data (ωB97M-V/def2-TZVPD) for a molecular structure, C22H30CeF3GeN3O3 at a distorted geometry.

Geometry as XYZ:
```
63
Properties=species:S:1:pos:R:3:forces:R:3:mulliken_charge:R:1
Ce 2.0494 -0.9513 -3.3041 -0.03 0.51 -1.01 0.572
F -4.1244 -0.0658 0.6734 1.50 0.61 0.47 -0.352
C -2.8235 0.3377 0.9895 -0.82 -0.26 0.42 0.289
C -1.8399 0.0779 0.0848 0.83 0.52 -1.41 -0.995
C -0.4990 0.5476 0.2905 -1.95 0.17 2.20 0.103
C 0.5000 0.5064 -0.7073 1.26 -1.50 -2.07 1.670
O 0.1983 0.0097 -1.8791 1.37 0.49 1.35 -0.885
C 1.8857 0.8752 -0.3399 -2.76 -0.02 -0.56 -0.580
C 2.0651 1.3051 0.9236 0.22 0.36 1.08 -0.082
N 1.1000 1.3823 1.8992 -0.57 -0.74 -1.57 0.428
C 1.5303 1.4236 3.2766 -1.18 -0.31 0.23 -0.058
C 1.3228 2.6305 4.1165 1.59 0.27 1.00 -0.574
C 2.7587 2.0852 3.7077 -0.22 1.05 0.29 -0.956
C -0.2704 1.0434 1.5829 2.51 1.55 0.86 0.088
C -1.2630 1.3410 2.5644 -1.08 -0.87 -0.59 -0.594
C -2.6052 1.0060 2.2889 1.67 -1.22 -2.12 -0.026
N -3.6468 1.2617 3.1235 -1.46 0.04 1.27 0.153
C -3.5369 2.3128 4.1546 0.13 -1.23 -1.37 -0.698
C -4.8743 2.9763 4.2917 -0.66 0.75 0.86 -1.015
N -6.0521 1.9891 4.4626 1.28 0.35 1.60 -0.148
C -6.0673 0.8829 3.4327 -0.23 0.62 -0.44 -0.602
C -4.6933 0.2472 3.4304 0.22 0.77 -1.39 -0.619
C 2.8584 0.6242 -1.4303 2.04 -1.34 -1.17 0.769
O 2.7060 1.2103 -2.5714 -0.27 -1.17 1.55 -0.617
O 3.6158 -0.4519 -1.3780 -2.44 2.18 -0.30 -0.612
H -1.9306 -0.3602 -0.9364 -0.79 0.20 1.09 0.530
H 3.0438 1.6775 1.2094 -0.09 -0.41 0.27 0.379
H 1.2925 0.5218 3.8541 0.02 0.02 -0.69 0.409
H 1.0765 2.3377 5.1676 -0.05 0.97 -1.03 0.311
H 1.1454 3.6629 3.7223 -0.21 -1.32 0.42 0.276
H 3.3366 1.5681 4.4920 -0.09 0.55 -0.79 0.271
H 3.2530 2.7483 2.9648 -0.13 -0.66 0.94 0.305
H -1.0435 1.7590 3.5519 0.32 -0.19 -0.65 0.665
H -2.8432 3.0409 3.7340 0.00 0.21 0.46 0.560
H -3.1640 1.9091 5.0961 0.08 0.06 0.19 0.382
H -5.1150 3.5635 3.4202 -0.03 0.12 -0.34 0.397
H -4.8382 3.6578 5.1782 -0.41 -0.60 -0.65 0.405
H -6.9107 2.5354 4.4853 -0.19 -0.04 -0.18 0.353
H -5.9338 1.6257 5.4469 -0.37 -0.04 -1.25 0.425
H -6.3467 1.3313 2.4491 0.44 -0.19 0.78 0.352
H -6.8541 0.1784 3.6965 0.07 -0.02 0.17 0.378
H -4.7028 -0.4902 2.6376 0.09 -0.20 0.10 0.419
H -4.5292 -0.2526 4.3690 0.39 -0.22 0.61 0.259
C 4.7138 -2.9811 -6.8676 0.15 0.06 0.14 -1.188
Ge 3.3362 -2.5153 -5.5422 0.60 -1.22 -1.95 0.392
C 4.5089 -2.6402 -3.9491 0.04 0.30 0.50 -1.040
C 1.8250 -3.7342 -5.8780 -0.66 -0.51 0.91 -1.094
C 2.5691 -0.7163 -5.7644 0.34 0.11 0.83 -0.884
H 5.3598 -3.8054 -6.4630 -0.63 0.76 -0.46 0.354
H 5.3139 -2.0731 -7.0316 0.01 -0.46 -0.10 0.372
H 4.2213 -3.2793 -7.8040 0.35 0.05 0.29 0.397
H 4.7572 -3.7021 -3.7393 -0.30 0.75 -0.02 0.348
H 4.2422 -2.1303 -3.0055 0.22 -0.48 0.15 0.451
H 5.4252 -2.1038 -4.2744 -0.48 -0.38 0.10 0.374
H 1.8614 -4.6045 -5.2002 -0.15 0.35 -0.19 0.359
H 1.8592 -4.1570 -6.8989 0.11 0.56 0.38 0.399
H 0.8391 -3.2252 -5.7289 0.68 -0.45 -0.18 0.336
H 1.8573 -0.7676 -6.6133 0.09 0.06 0.68 0.418
H 3.4157 -0.0657 -6.0871 -0.64 -0.02 0.55 0.385
F 1.8982 -4.1529 -2.4224 -0.57 1.18 -0.07 -0.256
C 1.3137 -2.9488 -1.9838 -0.10 -0.89 0.82 0.221
F -0.0801 -3.0850 -2.0814 1.04 0.16 -0.34 -0.269
H 1.5328 -2.9335 -0.8869 -0.07 0.26 -0.67 0.190
```
Positions in Å, forces in eV/Å.

Its orbital gap (spin up / spin down) is 6.8318 / 6.8316 eV. The calculation puts the HOMO energy (spin up / spin down) at -13.220 / -13.228 eV. For the energy above the lowest of the compared OMol25 structures with the same formula, charge and spin, the calculation gives 16.9 kcal per mole. The total charge is +2.